An isolated molecule of C4H6N4 at a distorted geometry. Source: the Open Molecules 2025 dataset; level of theory: ωB97M-V/def2-TZVPD.

Geometry (Å):
N (-2.868, 0.177, -0.028)
N (1.460, -0.005, 0.735)
N (-2.130, 0.568, 1.089)
N (2.296, 0.009, -0.238)
C (-0.778, 0.323, 1.048)
C (1.797, -0.212, -1.419)
C (0.219, -0.269, 0.117)
C (0.405, -0.411, -1.205)
H (-2.545, -0.527, -0.780)
H (3.260, -0.410, 0.283)
H (2.599, -0.447, -2.300)
H (-3.796, -0.082, 0.374)
H (-0.114, 0.348, 2.024)
H (-0.575, -0.709, -1.755)

Forces on atoms 1 to 3 (eV/Å):
-1.154 -0.702 -0.377
-3.457 -0.388 0.557
5.616 -2.159 -1.172

- lowest unoccupied orbital energy (eV) = 0.56
- ΔE to the lowest compared entry with this formula, charge and spin (kJ/mol) = 502.22
- structure (SMILES) = N/N=C\c1cc[nH]n1
- electronic energy (a.u.) = -374.87008
- frontier orbital gap (eV) = 8.6
- F_max (eV/A) = 7.2
- multiplicity = 1
- HOMO energy (Ha) = -0.2956

An isolated molecule of C4H6N4 at a distorted geometry. Source: the Open Molecules 2025 dataset; level of theory: ωB97M-V/def2-TZVPD.

Geometry (Å):
N (2.213, -0.229, -0.138)
N (1.574, 0.915, -0.467)
N (0.309, 0.603, -0.357)
N (1.379, -1.250, 0.349)
C (-0.909, 1.247, 0.494)
C (0.240, -0.656, 0.162)
C (-1.265, -0.277, 0.486)
C (-2.475, -0.611, -0.512)
H (-0.439, 1.642, 1.583)
H (-1.845, 1.944, -0.151)
H (-3.250, 0.201, -0.184)
H (-2.770, -1.800, -0.852)
H (-1.499, -0.425, 1.633)
H (-2.066, -0.058, -1.513)

Forces on atoms 1 to 3 (eV/Å):
0.491 1.967 -0.523
2.701 -2.701 0.529
0.038 1.408 1.222

- lowest unoccupied orbital energy (eV) = 0.37
- ΔE to the lowest compared entry with this formula, charge and spin (kJ/mol) = 656.72
- structure (SMILES) = C[C@@H]1Cn2nnnc21
- electronic energy (a.u.) = -374.81123
- frontier orbital gap (eV) = 10.8
- F_max (eV/A) = 4.9
- multiplicity = 1
- HOMO energy (Ha) = -0.3818

An isolated molecule of C4H6N4 at a distorted geometry. Source: the Open Molecules 2025 dataset; level of theory: ωB97M-V/def2-TZVPD.

Geometry (Å):
N (-0.647, -0.524, 0.229)
N (0.633, 0.045, 0.048)
N (2.996, -0.486, -0.123)
N (2.934, 0.873, 0.130)
C (1.725, -0.871, -0.129)
C (-3.023, 0.056, 0.003)
C (-4.256, 0.071, 0.097)
C (-1.684, 0.341, -0.199)
H (-5.390, -0.057, -0.008)
H (3.044, 1.162, 1.168)
H (1.370, -1.909, -0.097)
H (-1.631, 1.407, -0.823)
H (0.922, 1.092, -0.359)
H (3.701, 1.361, -0.507)

Forces on atoms 1 to 3 (eV/Å):
-2.357 5.229 -2.650
0.999 0.643 -1.207
-3.473 -2.036 0.162

- lowest unoccupied orbital energy (eV) = -0.22
- ΔE to the lowest compared entry with this formula, charge and spin (kJ/mol) = 662.23
- structure (SMILES) = C#C/C=N/N/C=N\N
- electronic energy (a.u.) = -374.80914
- frontier orbital gap (eV) = 7.8
- F_max (eV/A) = 6.3
- multiplicity = 1
- HOMO energy (Ha) = -0.2956

C4H6N4 as an isolated structure at a distorted geometry. Source: the Open Molecules 2025 dataset; level of theory: ωB97M-V/def2-TZVPD.

Geometry (Å):
N (2.401, 0.015, -0.192)
N (-1.995, -0.646, -0.081)
N (1.442, -1.025, -0.016)
N (-0.752, -1.382, -0.011)
C (0.079, 2.013, 0.112)
C (-1.704, 0.473, -0.101)
C (0.296, -0.558, 0.085)
C (-0.327, 0.823, 0.002)
H (-1.109, -2.289, 0.934)
H (3.176, -0.456, 0.108)
H (1.092, 2.346, 0.152)
H (2.177, 0.899, 0.438)
H (-0.737, 2.887, 0.158)
H (-2.340, 1.371, -0.278)

Forces on atoms 1 to 3 (eV/Å):
-2.862 2.108 0.928
-1.742 -10.361 0.167
2.161 1.274 -0.127

- lowest unoccupied orbital energy (eV) = 0.28
- ΔE to the lowest compared entry with this formula, charge and spin (kJ/mol) = 594.52
- electronic energy (a.u.) = -374.83493
- frontier orbital gap (eV) = 8.6
- F_max (eV/A) = 12.0
- multiplicity = 1
- HOMO energy (Ha) = -0.3049

An isolated molecule of C4H6N4 at a distorted geometry. Source: the Open Molecules 2025 dataset; level of theory: ωB97M-V/def2-TZVPD.

Geometry (Å):
N (-1.189, 0.688, -1.724)
N (-0.081, 0.751, 0.236)
N (-0.254, 1.949, 1.881)
N (-0.485, 1.914, 0.525)
C (-0.427, 0.090, -0.980)
C (0.463, 0.076, 1.256)
C (0.182, -1.226, -1.174)
C (0.406, 0.840, 2.338)
H (-0.511, -1.998, -0.679)
H (0.202, -1.659, -2.237)
H (1.202, -0.721, 0.904)
H (0.676, 0.589, 3.325)
H (1.150, -1.425, -1.050)
H (-1.335, 0.132, -2.618)

Forces on atoms 1 to 3 (eV/Å):
-2.113 0.350 -3.454
0.767 -2.960 -1.996
-0.397 2.533 -0.504

- lowest unoccupied orbital energy (eV) = 0.57
- ΔE to the lowest compared entry with this formula, charge and spin (kJ/mol) = 333.94
- structure (SMILES) = [H]/N=C(\C)n1ccnn1
- electronic energy (a.u.) = -374.93418
- frontier orbital gap (eV) = 10.5
- F_max (eV/A) = 6.0
- multiplicity = 1
- HOMO energy (Ha) = -0.3663

An isolated molecule of C4H6N4O at a distorted geometry. Source: the Open Molecules 2025 dataset; level of theory: ωB97M-V/def2-TZVPD.

Geometry (Å):
O (2.746, -0.634, 0.326)
N (-1.123, 1.390, 0.091)
N (-1.479, 0.065, -0.250)
N (-0.068, -1.923, -0.152)
N (2.247, 0.473, -0.098)
C (-0.168, -0.666, -0.162)
C (0.238, 1.661, 0.005)
C (-2.647, -0.603, 0.261)
C (0.877, 0.432, -0.196)
H (-1.773, 2.196, -0.229)
H (-3.607, -0.514, -0.357)
H (0.665, 2.637, 0.122)
H (-2.345, -1.764, 0.177)
H (-2.756, -0.237, 1.328)
H (1.004, -2.228, -0.242)

Forces on atoms 1 to 3 (eV/Å):
-1.050 2.836 -1.620
-0.882 3.348 -0.260
3.571 -0.588 -0.886

- lowest unoccupied orbital energy (eV) = -0.49
- ΔE to the lowest compared entry with this formula, charge and spin (kJ/mol) = 455.71
- structure (SMILES) = [H]/N=c1\c(N=O)c[nH]n1C
- electronic energy (a.u.) = -450.11509
- frontier orbital gap (eV) = 7.9
- F_max (eV/A) = 4.3
- multiplicity = 1
- HOMO energy (Ha) = -0.3100

A 2-piece molecular cluster, C4H6N4O2 overall at a distorted geometry. Source: the Open Molecules 2025 dataset; level of theory: ωB97M-V/def2-TZVPD.

Geometry (Å):
O (-0.602, 1.367, -3.154)
O (-1.680, -0.392, -2.319)
N (-1.520, 0.533, 0.933)
N (-0.774, 0.411, -2.422)
N (-0.467, 0.893, 0.310)
N (0.196, 1.940, 0.752)
C (-1.540, 1.354, 2.029)
C (-0.481, 2.292, 1.853)
C (0.466, 0.138, -1.508)
C (0.839, -1.315, -1.364)
H (1.426, -1.487, -0.477)
H (-0.309, 3.340, 2.135)
H (1.070, 1.118, -1.459)
H (0.020, -1.944, -1.295)
H (1.452, -1.520, -2.288)
H (-2.315, 1.399, 2.750)

Forces on atoms 1 to 3 (eV/Å):
-1.015 -0.614 0.160
0.358 1.189 -0.644
-0.234 -0.271 1.951

- lowest unoccupied orbital energy (eV) = -1.63
- ΔE to the lowest compared entry with this formula, charge and spin (kJ/mol) = 867.24
- electronic energy (a.u.) = -525.27858
- frontier orbital gap (eV) = 7.8
- F_max (eV/A) = 4.4
- multiplicity = 1
- HOMO energy (Ha) = -0.3482

A 2-piece molecular cluster, C4H6N4O2S overall at a distorted geometry. Source: the Open Molecules 2025 dataset; level of theory: ωB97M-V/def2-TZVPD.

Geometry (Å):
S (1.037, -2.170, -0.145)
O (0.533, -1.533, -1.338)
O (2.374, -2.937, -0.393)
N (0.982, 1.038, 0.844)
N (1.096, 2.215, 0.549)
N (1.636, 0.102, 1.065)
N (1.815, -1.078, 0.934)
C (-1.727, -0.255, 0.428)
C (-1.851, 0.390, -0.821)
C (-1.892, 1.718, -1.188)
C (-1.306, -0.820, 1.448)
H (-1.946, 2.521, -0.545)
H (-1.712, -0.282, -1.580)
H (-0.961, -1.400, 2.252)
H (3.179, -2.379, -0.553)
H (-1.838, 2.050, -2.185)
H (0.580, 2.820, 1.227)

Forces on atoms 1 to 3 (eV/Å):
-1.884 -0.184 0.812
0.394 0.674 -0.544
2.078 -0.390 -0.766

- lowest unoccupied orbital energy (eV) = -0.32
- ΔE to the lowest compared entry with this formula, charge and spin (kJ/mol) = 652.18
- electronic energy (a.u.) = -923.39886
- frontier orbital gap (eV) = 8.5
- F_max (eV/A) = 4.2
- multiplicity = 1
- HOMO energy (Ha) = -0.3238

A 2-piece molecular cluster, C4H6N8Si overall at a distorted geometry. Source: the Open Molecules 2025 dataset; level of theory: ωB97M-V/def2-TZVPD.

Geometry (Å):
Si (-0.742, -0.310, -0.802)
N (-3.594, 1.163, 0.662)
N (-2.839, 2.543, -0.908)
N (-1.373, -2.773, -2.084)
N (-0.614, -2.483, -4.077)
N (-4.303, 2.291, 0.669)
N (-3.856, 3.107, -0.258)
N (-1.217, -3.322, -3.274)
N (-0.358, -1.354, -3.439)
C (-2.713, 1.351, -0.321)
C (-0.571, -1.235, 0.869)
C (-0.835, -1.542, -2.192)
C (0.764, 0.858, -1.021)
H (0.421, -1.129, 1.309)
H (0.502, 1.678, -1.682)
H (1.068, 1.288, -0.070)
H (-0.768, -2.296, 0.730)
H (1.626, 0.349, -1.454)
H (-1.295, -0.857, 1.582)

Forces on atoms 1 to 3 (eV/Å):
-1.482 1.877 1.125
0.368 -0.290 -0.175
0.274 -0.370 -0.032

- lowest unoccupied orbital energy (eV) = 6.16
- ΔE to the lowest compared entry with this formula, charge and spin (kJ/mol) = 95.68
- electronic energy (a.u.) = -883.50081
- frontier orbital gap (eV) = 8.2
- F_max (eV/A) = 3.6
- multiplicity = 1
- HOMO energy (Ha) = -0.0738
- charge = -2

- Look up the multiplicity of the second one.
  1